No. 1
Formula: C7H10Cl2Si
Source: the OMol25 dataset
Level of theory: ωB97M-V with the def2-TZVPD basis set

2S+1: 1
E_LUMO, eV: 0.7
Total charge: 0
Structure (SMILES): Cl[SiH](Cl)[C@]12C=C[C@H](CC1)C2
Highest occupied orbital energy, eV: -8.98
Orbital gap, eV: 9.68
M, g/mol: 193.149

Each line ends with the natural charge from an NBO analysis.
CARTESIAN COORDINATES (ANGSTROEM)
1 Cl 3.20566 -0.94616 -1.32035  -0.38
2 Cl 3.54183 1.83882 0.45584  -0.34
3 Si 2.65171 0.03499 0.41749  1.23
4 C -0.03165 0.48231 -1.13788  -0.42
5 C -1.56224 -1.10412 -0.34144  -0.39
6 C -1.42903 0.39528 -0.84472  -0.29
7 C -1.49195 1.23993 0.38698  -0.19
8 C -0.33095 1.12936 1.02808  -0.23
9 C -0.19669 -1.21786 0.47801  -0.42
10 C 0.52949 0.22753 0.23290  -0.37
11 H 0.38788 1.54260 -1.31026  0.22
12 H -2.18988 0.72735 -1.49780  0.23
13 H -2.36086 -1.17761 0.38024  0.20
14 H 2.91723 -0.90895 1.60212  -0.15
15 H 0.04282 1.45755 2.01438  0.22
16 H 0.45404 -2.09142 0.21550  0.21
17 H -0.55143 -1.46981 1.43545  0.21
18 H -1.73437 -1.77239 -1.11052  0.21
19 H -2.31050 1.86808 0.78431  0.22
20 H 0.45888 -0.25550 -1.86832  0.22

Forces on the atoms, in the same order (eV/Å):
Cl 0.0 0.1 0.4
Cl 0.3 0.3 0.2
Si -3.6 -1.1 0.0
C 5.4 1.3 -2.7
C 1.5 2.4 1.9
C -2.6 -0.7 1.4
C -0.2 1.5 1.8
C 1.0 0.5 1.3
C 0.3 -0.9 -1.8
C 1.6 -3.0 1.1
H -1.0 -1.3 -0.7
H -0.5 0.0 -1.4
H -0.4 -0.1 0.0
H 0.1 0.9 -0.8
H -0.9 0.2 -0.6
H -0.5 0.8 -0.4
H 0.3 0.3 1.8
H 0.0 -1.4 -1.7
H 0.2 -0.8 -0.5
H -1.1 1.1 0.6

***

No. 2
Formula: C6H10N2O5
Source: the OMol25 dataset
Level of theory: ωB97M-V with the def2-TZVPD basis set

2S+1: 1
E_LUMO, eV: 0.5
Total charge: 0
Structure (SMILES): N[C@@H](CC(=O)O)C(=O)NCC(=O)O
Highest occupied orbital energy, eV: -9.58
Orbital gap, eV: 10.11
M, g/mol: 190.155

Each line ends with the natural charge from an NBO analysis.
CARTESIAN COORDINATES (ANGSTROEM)
1 O -3.65657 0.48349 -0.48237  -0.66
2 O -1.51138 0.82225 -0.97517  -0.63
3 O 1.07250 2.84133 -0.43135  -0.64
4 O 1.09256 1.65608 1.43687  -0.63
5 O -0.42554 -1.94495 -0.52337  -0.63
6 N -0.65483 -0.59148 1.26931  -0.63
7 N 2.29842 -1.78268 -0.58129  -0.82
8 C 1.54107 -0.79293 0.14612  -0.15
9 C 1.18067 1.68526 0.21332  0.82
10 C -2.36868 0.36386 -0.21995  0.79
11 C -2.07922 -0.44171 1.06339  -0.34
12 C 0.05211 -1.18884 0.28365  0.68
13 C 1.55794 0.50797 -0.61552  -0.55
14 H 0.85767 0.44050 -1.47420  0.26
15 H 1.16541 2.69446 -1.36461  0.49
16 H -3.72091 1.09852 -1.21043  0.50
17 H -2.52473 0.06565 1.93842  0.24
18 H 2.61245 0.62605 -0.98652  0.26
19 H 2.42139 -2.55620 0.08129  0.36
20 H 2.04922 -0.61011 1.09243  0.22
21 H -0.15586 0.21883 1.69619  0.43
22 H -2.56840 -1.43082 1.01349  0.25
23 H 1.76469 -2.16453 -1.36968  0.38

Forces on the atoms, in the same order (eV/Å):
O -0.6 -0.2 0.8
O -1.3 -0.5 1.5
O -0.2 0.4 0.7
O -0.2 0.2 -1.5
O -0.6 -0.7 -0.5
N 0.1 1.2 0.7
N 0.2 -0.9 0.4
C -0.4 -0.1 0.0
C 0.6 0.1 1.9
C 1.9 0.0 -0.9
C -0.1 0.0 0.2
C 1.0 0.1 0.2
C 0.4 -0.1 -1.2
H 0.5 0.1 0.2
H 0.0 -0.1 -0.9
H -0.2 0.3 -0.7
H 0.2 -0.1 -0.5
H -0.9 0.2 0.2
H 0.1 0.1 -0.6
H -0.3 -0.1 0.2
H -0.6 -0.9 -0.3
H 0.2 0.5 -0.3
H 0.0 0.3 0.5

***

No. 3
Formula: C10H20N3S
Source: the OMol25 dataset
Level of theory: ωB97M-V with the def2-TZVPD basis set

2S+1: 1
E_LUMO, eV: -3.0
Total charge: +1
Structure (SMILES): CCC[NH2+][C@]1(N)N=C2CCCC[C@H]2S1
Highest occupied orbital energy, eV: -12.57
Orbital gap, eV: 9.61
M, g/mol: 214.358

Each line ends with the natural charge from an NBO analysis.
CARTESIAN COORDINATES (ANGSTROEM)
1 S 1.08936 -2.35675 -0.41909  0.12
2 N -0.86600 -1.58742 1.41225  -0.88
3 N 0.14839 0.05541 0.19384  -0.52
4 N -1.54128 -1.44228 -0.83250  -0.54
5 C 2.00097 1.56420 0.09231  -0.46
6 C -4.25054 0.74945 0.34930  -0.63
7 C -2.42895 -0.28702 -0.97112  -0.23
8 C -2.80437 0.26182 0.42831  -0.45
9 C 3.41348 1.55788 0.75971  -0.39
10 C 3.60932 -0.89581 -0.04880  -0.45
11 C 2.26930 -0.87333 -0.60800  -0.35
12 C 4.29224 0.52014 -0.03822  -0.37
13 C 1.35966 0.19338 -0.11747  0.41
14 C -0.35513 -1.24638 0.13987  0.35
15 H -4.65626 0.56494 1.34372  0.23
16 H -2.07932 1.05933 0.76124  0.25
17 H 4.26744 -1.59832 -0.52063  0.24
18 H -4.41984 1.70603 -0.12236  0.23
19 H 3.73280 2.56983 0.63574  0.24
20 H -3.26593 -0.50022 -1.66695  0.24
21 H -2.76960 -0.64478 1.15183  0.24
22 H 5.27189 0.39077 0.37224  0.23
23 H -1.15701 -1.59024 -1.79577  0.44
24 H -0.51723 -1.07762 2.27230  0.43
25 H 2.31070 -0.70211 -1.76840  0.26
26 H -1.96594 -2.34389 -0.63597  0.43
27 H -1.05055 -2.57995 1.49665  0.39
28 H 1.85401 1.94351 -0.93424  0.24
29 H -4.96529 0.23627 -0.39525  0.21
30 H 3.58663 -1.07951 1.00858  0.22
31 H 4.35545 0.82059 -1.18249  0.20
32 H 3.24250 1.27008 1.76886  0.21
33 H -1.78647 0.46417 -1.51780  0.22
34 H 1.38908 2.23241 0.71960  0.24

Forces on the atoms, in the same order (eV/Å):
S 0.3 0.4 -0.2
N 0.1 0.0 1.1
N -0.9 0.5 -0.5
N 1.8 -0.7 -2.4
C -0.9 -0.1 0.1
C -1.4 -0.9 -0.9
C 0.6 2.3 0.1
C -1.0 -1.2 -0.4
C -0.7 -1.5 -3.5
C 1.8 1.4 1.7
C -3.2 -0.7 -3.4
C -1.6 0.5 -2.3
C 1.5 2.1 1.6
C 1.3 -1.4 1.1
H -0.5 0.9 -0.2
H -0.9 -1.1 -0.3
H 0.2 -0.5 -0.3
H 0.5 1.0 0.9
H 0.8 0.5 0.4
H 0.4 -0.3 0.8
H -0.1 2.0 -1.2
H 0.6 0.1 0.1
H 0.1 -0.1 1.0
H -0.4 -1.1 -1.9
H 0.1 -0.2 1.9
H -0.5 0.1 0.5
H 0.3 0.2 0.6
H 1.1 0.5 0.2
H 1.4 -0.5 1.2
H -0.3 -0.9 0.7
H 0.2 -0.1 2.3
H 0.3 -0.1 1.0
H -0.7 -0.6 0.6
H -0.3 -0.6 -0.3

***

No. 4
Formula: C23H37N2O2P3Pb
Source: the OMol25 dataset
Level of theory: ωB97M-V with the def2-TZVPD basis set

2S+1: 1
E_LUMO (alpha / beta), eV: -15.4 / -14.6
Total charge: +4
Highest occupied orbital energy (alpha / beta), eV: -19.14 / -19.14
Orbital gap (alpha / beta), eV: 3.76 / 4.50
M, g/mol: 673.683

Each line ends with the natural charge from an NBO analysis.
CARTESIAN COORDINATES (ANGSTROEM)
1 Pb -1.31721 -0.89107 -0.62359  1.25
2 P -0.10372 1.99409 -2.63092  1.30
3 P 1.62151 -2.80049 -0.32459  0.90
4 P -1.71404 0.42402 2.73585  1.21
5 O 2.56977 0.00339 -1.77278  -0.44
6 O 1.65615 -0.66797 2.37370  -0.43
7 N 1.91433 2.08410 0.58040  -0.51
8 N 2.81385 2.90864 5.23644  -0.18
9 C -2.33442 -1.89753 -2.69307  -0.20
10 C 2.96947 2.71380 2.63616  -0.16
11 C -1.17872 1.50352 4.13550  -0.95
12 C 1.87105 2.21476 1.90519  0.07
13 C -3.78170 -0.85100 -1.04014  -0.28
14 C 1.43493 0.20709 -1.57017  0.51
15 C 4.12857 3.09750 1.94652  -0.08
16 C 1.02958 3.38196 -3.07541  -0.95
17 C 3.31562 -2.82434 0.40118  -0.93
18 C -3.43978 1.00450 2.41807  -0.95
19 C -3.55631 -1.91619 -0.15277  -0.23
20 C -2.06730 -1.18614 3.54376  -0.96
21 C 0.88003 -4.35020 0.35198  -0.94
22 C 2.99030 2.51987 -0.07255  0.04
23 C -3.19754 -0.83964 -2.31363  -0.25
24 C -2.08791 -2.95222 -1.80745  -0.26
25 C 0.76874 -0.73415 1.64826  0.48
26 C 2.87543 2.81720 4.07397  0.21
27 C 4.13068 3.01430 0.56606  -0.21
28 C 1.93484 -3.30533 -2.05945  -0.94
29 C -0.45125 1.19036 -4.23255  -0.98
30 C -1.69360 2.82031 -2.29875  -0.97
31 C -2.68557 -2.96520 -0.53426  -0.26
32 H 4.98164 3.46246 2.50018  0.28
33 H 1.12944 4.05079 -2.20136  0.29
34 H 2.02513 2.97347 -3.32625  0.28
35 H 0.33883 0.45637 -4.43981  0.27
36 H -0.99726 2.51588 3.73930  0.28
37 H -1.40430 -3.76141 -2.10183  0.31
38 H 2.93747 2.48418 -1.16461  0.18
39 H 3.88691 -3.70346 0.05951  0.29
40 H -3.38417 -0.01083 -3.00873  0.30
41 H 2.40099 -4.29994 -2.10244  0.29
42 H -3.37338 1.91097 1.79138  0.26
43 H -1.41982 0.67086 -4.18768  0.23
44 H -2.46031 -3.76630 0.17209  0.31
45 H -0.06174 -4.57224 -0.18010  0.21
46 H 0.63389 3.94658 -3.93619  0.31
47 H -1.60751 3.38932 -1.36280  0.28
48 H -1.12369 -1.62318 3.89712  0.28
49 H 3.25243 -2.82926 1.50116  0.27
50 H -1.93210 1.56136 4.93622  0.32
51 H -2.51320 -1.86770 2.80190  0.23
52 H -2.75315 -1.08857 4.39888  0.32
53 H 0.97466 -3.32686 -2.59448  0.21
54 H -3.96675 1.25134 3.35863  0.32
55 H -4.41214 -0.00314 -0.72565  0.30
56 H 1.57457 -5.20243 0.23992  0.29
57 H 2.59770 -2.57486 -2.54126  0.26
58 H 0.92549 1.95289 2.41740  0.17
59 H 4.98128 3.31094 -0.04172  0.27
60 H -1.85186 -1.87112 -3.67559  0.29
61 H -1.96261 3.50883 -3.11385  0.32
62 H 3.83393 -1.90666 0.07665  0.26
63 H -4.00776 0.23321 1.86668  0.23
64 H -0.23221 1.12745 4.55499  0.29
65 H -0.46684 1.93700 -5.03892  0.32
66 H -2.48481 2.06321 -2.18266  0.22
67 H -4.01753 -1.92106 0.84036  0.30
68 H 0.66300 -4.19604 1.42262  0.25

Forces on the atoms, in the same order (eV/Å):
Pb 4.3 1.8 1.9
P -0.7 2.6 -2.6
P 0.4 -1.6 -0.2
P -2.3 0.1 3.2
O -5.1 1.1 0.7
O -2.4 -0.4 -1.9
N -0.8 0.1 -0.2
N 0.0 -0.3 -2.3
C -0.6 0.2 -0.9
C -0.5 -0.2 -0.2
C 1.2 0.4 -0.8
C 0.5 0.5 0.4
C -1.6 0.4 -0.1
C 5.3 -1.3 -0.7
C -0.3 -0.1 0.2
C 0.7 -0.5 1.0
C -0.2 0.8 0.2
C 0.3 0.3 -1.3
C -0.5 -0.5 0.0
C 0.9 -0.5 -0.8
C -0.3 0.4 0.2
C 0.5 0.2 0.2
C -0.4 -0.2 -0.7
C 0.0 -1.1 -0.4
C 2.3 0.2 2.1
C 0.0 0.2 1.9
C -0.4 -0.2 -0.5
C -0.2 0.5 -0.1
C 0.3 -1.1 0.4
C -0.2 -0.4 1.3
C -0.7 -0.5 0.3
H 0.1 0.0 0.0
H 0.0 -0.2 -0.4
H -0.4 0.3 0.0
H -0.2 0.1 -0.3
H -0.1 -0.2 0.3
H -0.4 0.3 0.1
H 0.2 -0.1 0.4
H -0.4 0.2 0.0
H 0.0 -0.4 0.3
H -0.1 0.3 0.1
H -0.3 -0.2 0.3
H 0.3 0.2 -0.1
H -0.1 0.1 -0.2
H 0.4 -0.1 0.2
H -0.2 -0.4 0.2
H -0.2 0.0 -0.3
H -0.3 0.0 0.0
H 0.1 0.0 -0.4
H -0.1 -0.3 -0.4
H 0.1 0.1 0.4
H 0.1 0.4 -0.3
H 0.3 -0.1 -0.1
H 0.5 -0.2 -0.2
H 0.2 -0.5 -0.2
H -0.3 0.4 0.0
H -0.2 -0.3 0.0
H 0.8 0.1 -0.3
H -0.1 0.1 0.3
H -0.2 -0.1 0.3
H 0.3 -0.2 0.0
H 0.0 -0.4 0.2
H 0.2 0.4 0.3
H -0.3 0.1 -0.1
H 0.0 0.0 0.3
H 0.1 0.4 -0.1
H 0.1 -0.1 -0.4
H 0.1 -0.2 -0.4

***

No. 5
Formula: C2H6OS2
Source: the OMol25 dataset
Level of theory: ωB97M-V with the def2-TZVPD basis set

2S+1: 1
E_LUMO, eV: -0.1
Total charge: 0
Structure (SMILES): C=O.CSS
Highest occupied orbital energy, eV: -8.90
Orbital gap, eV: 8.83
M, g/mol: 110.203

Each line ends with the natural charge from an NBO analysis.
CARTESIAN COORDINATES (ANGSTROEM)
1 S 1.72871 -0.40485 2.96482  -0.14
2 S 0.11371 -0.64122 1.57361  0.03
3 O -1.13959 0.86479 -2.61965  -0.50
4 C 1.07981 -0.28937 -0.00771  -0.72
5 C -1.84726 0.32618 -1.73288  0.24
6 H -2.21525 0.74574 -0.80426  0.15
7 H 0.53098 0.27445 -0.75845  0.23
8 H 1.55355 -1.25636 -0.41895  0.23
9 H 1.73767 0.42708 0.42522  0.23
10 H -2.53383 -0.57870 -2.18550  0.11
11 H 0.99149 0.53227 3.56375  0.14

Forces on the atoms, in the same order (eV/Å):
S -1.3 -0.1 -0.7
S 1.0 -0.2 -0.7
O -1.6 -1.4 3.8
C -0.2 -1.4 0.5
C -1.0 -0.4 -6.2
H 0.8 0.3 0.7
H -0.4 -0.4 0.1
H -0.7 1.8 0.7
H 1.2 0.2 -0.2
H 1.7 1.4 1.6
H 0.4 0.2 0.3

***

No. 6
Formula: ClH2PS2
Source: the OMol25 dataset
Level of theory: ωB97M-V with the def2-TZVPD basis set

2S+1: 1
E_LUMO, eV: -1.2
Total charge: 0
Structure (SMILES): S=PS.Cl
Highest occupied orbital energy, eV: -9.00
Orbital gap, eV: 7.85
M, g/mol: 132.577

Each line ends with the natural charge from an NBO analysis.
CARTESIAN COORDINATES (ANGSTROEM)
1 Cl 1.87375 -2.05392 -0.78166  -0.28
2 S -3.21882 1.40471 0.75774  -0.24
3 S -4.06673 -1.78252 0.36636  -0.38
4 P -3.44992 -0.21955 -0.53083  0.50
5 H 3.19855 -2.10086 -0.54154  0.28
6 H -3.11521 2.18845 -0.21509  0.12

Forces on the atoms, in the same order (eV/Å):
Cl 1.8 -0.1 0.3
S -0.4 -1.9 2.6
S 0.1 0.2 0.2
P -0.1 -0.2 -0.5
H -1.8 0.1 -0.3
H 0.4 1.8 -2.3

***

No. 7
Formula: CH4N3
Source: the OMol25 dataset
Level of theory: ωB97M-V with the def2-TZVPD basis set

2S+1: 1
E_LUMO, eV: -4.6
Total charge: +1
Structure (SMILES): [NH3+]N1C=N1
Highest occupied orbital energy, eV: -15.56
Orbital gap, eV: 10.92
M, g/mol: 58.064

Each line ends with the natural charge from an NBO analysis.
CARTESIAN COORDINATES (ANGSTROEM)
1 N -0.32254 -0.59041 0.30085  -0.17
2 N 0.38957 -1.55535 -0.51230  -0.09
3 N -0.59514 0.74806 -0.28987  -0.60
4 C 0.95943 -1.02765 0.49159  0.21
5 H 1.84575 -1.07251 1.20505  0.29
6 H -1.56909 0.95576 -0.23451  0.44
7 H -0.27939 1.55323 0.38040  0.45
8 H -0.42859 0.98887 -1.34121  0.45

Forces on the atoms, in the same order (eV/Å):
N -3.4 0.5 1.8
N 1.9 0.2 0.4
N 1.5 3.6 -0.9
C 1.9 -1.2 -0.8
H -1.4 0.3 -1.2
H -1.6 -1.0 0.3
H 0.3 -1.6 -1.6
H 0.7 -0.7 1.9

***

No. 8
Formula: C5H11NO
Source: the OMol25 dataset
Level of theory: ωB97M-V with the def2-TZVPD basis set

2S+1: 1
E_LUMO, eV: 0.9
Total charge: 0
Structure (SMILES): CN[C@H](C)CC=O
Highest occupied orbital energy, eV: -9.03
Orbital gap, eV: 9.96
M, g/mol: 101.149

Each line ends with the natural charge from an NBO analysis.
CARTESIAN COORDINATES (ANGSTROEM)
1 O -0.39127 3.12409 -0.95124  -0.52
2 N 0.24784 -1.25451 -0.21745  -0.63
3 C 0.33929 -0.02980 0.64522  -0.04
4 C -0.14110 1.94177 -0.84287  0.43
5 C 0.31931 -1.14218 -1.68022  -0.44
6 C -0.65776 1.08169 0.26385  -0.54
7 C -0.06968 -0.48903 2.05929  -0.61
8 H 0.59620 -1.29478 2.36963  0.21
9 H -0.75146 -1.27556 -2.01198  0.18
10 H -0.99701 -1.06909 1.93379  0.22
11 H -1.10479 1.70211 1.03316  0.25
12 H 1.03369 -1.81600 0.06259  0.35
13 H 0.43619 -0.20357 -2.19747  0.19
14 H 0.87475 -1.96566 -2.10177  0.21
15 H 1.36692 0.29394 0.50857  0.18
16 H -1.52511 0.54420 -0.16207  0.24
17 H -0.22784 0.29054 2.78322  0.22
18 H 0.65182 1.56183 -1.49425  0.11

Forces on the atoms, in the same order (eV/Å):
O -0.4 -0.5 0.0
N 0.2 0.8 0.2
C -0.9 -0.4 0.2
C 0.6 1.9 0.6
C -3.3 -0.4 -0.2
C -0.4 -1.2 -1.7
C 0.2 -1.4 -1.1
H 0.4 0.4 0.5
H 0.8 -0.5 0.0
H -0.1 0.6 0.0
H 0.5 0.0 0.4
H 0.2 -0.2 0.2
H 1.4 0.5 0.4
H 0.3 0.1 -0.2
H 0.2 0.7 0.7
H 0.1 0.0 0.1
H 0.3 0.3 0.3
H 0.0 -0.5 -0.2